i) Molecular formula: C3H8N2O
Method: DFT, ωB97M-V with the def2-TZVPD basis set

## Properties
HOMO: -9.02 eV
Structure (SMILES): [H]/N=C\N.CC=O
M: 88.11 g mol⁻¹
Total charge: 0

Each line ends with the natural charge from an NBO analysis.
Geometry (Å):
O (-1.68160, -0.18356, 1.10064)  -0.537
C (-2.22035, 0.21326, 0.10154)  0.450
C (-1.94689, -0.19287, -1.30895)  -0.729
H (-3.03704, 0.95764, 0.23787)  0.102
H (-0.96492, -0.63726, -1.44709)  0.234
H (-2.03777, 0.65383, -1.98301)  0.234
H (-2.65905, -0.99705, -1.51190)  0.247
N (1.31191, -0.29668, 0.86243)  -0.838
C (2.65957, -0.20328, 0.62152)  0.293
N (3.28145, 0.91454, 0.53761)  -0.721
H (0.75378, -1.11089, 0.69574)  0.399
H (0.88627, 0.50551, 1.26626)  0.390
H (3.07653, -1.21497, 0.57268)  0.152
H (2.57809, 1.59179, 0.25468)  0.322

ii) Molecular formula: C3H8N2O
Method: DFT, ωB97M-V with the def2-TZVPD basis set

## Properties
HOMO: -7.40 eV
M: 88.11 g mol⁻¹
Total charge: 0

Each line ends with the natural charge from an NBO analysis.
Geometry (Å):
C (1.22209, -0.74554, 0.11377)  -0.786
C (-0.46455, -0.67338, 1.00683)  0.332
N (-0.48034, 0.21533, 1.92213)  -0.879
H (-1.30005, 0.81093, 1.92379)  0.364
H (-0.54273, -1.75072, 1.11739)  0.176
H (1.68537, 0.21844, -0.09180)  0.193
H (1.68415, -1.12318, 1.02521)  0.225
H (1.38699, -1.48857, -0.67047)  0.192
N (-0.42016, 1.45472, -1.08766)  -0.764
C (-0.64607, 0.12746, -1.10457)  0.545
O (-1.50256, -0.37774, -0.26092)  -0.586
H (-0.53079, 1.89801, -0.18065)  0.415
H (0.30376, 1.82638, -1.68463)  0.399
H (-0.39511, -0.39214, -2.02842)  0.176

iii) Molecular formula: C3H8N2O
Method: DFT, ωB97M-V with the def2-TZVPD basis set

## Properties
HOMO: -9.39 eV
Structure (SMILES): C=NC.NC=O
M: 88.11 g mol⁻¹
Total charge: 0

Each line ends with the natural charge from an NBO analysis.
Geometry (Å):
C (-0.08131, 1.94731, 0.60160)  -0.458
C (1.70892, 0.51091, 0.81069)  -0.042
N (0.69994, 0.82598, 0.11154)  -0.422
H (-0.18951, 1.99424, 1.68184)  0.197
H (0.24508, 2.90752, 0.18934)  0.199
H (-1.07440, 1.89846, 0.15743)  0.221
H (2.03243, -0.51465, 0.97144)  0.182
H (2.12752, 1.26233, 1.48152)  0.133
C (-1.53296, -1.86964, -0.84221)  0.533
N (-0.18400, -1.73433, -0.97638)  -0.843
O (-2.28520, -1.15407, -0.22914)  -0.588
H (-1.92823, -2.80504, -1.29059)  0.085
H (0.29042, -2.46311, -1.48543)  0.376
H (0.17131, -0.80590, -1.18164)  0.426

iv) Molecular formula: C3H8N2O
Method: DFT, ωB97M-V with the def2-TZVPD basis set

## Properties
HOMO: -9.49 eV
Structure (SMILES): CCNC(N)=O
M: 88.11 g mol⁻¹
Total charge: 0

Each line ends with the natural charge from an NBO analysis.
Geometry (Å):
C (0.15933, 0.22025, -0.71724)  -0.201
N (-0.60424, -0.63660, 0.03707)  -0.667
C (-1.38006, -0.09872, 1.11963)  0.793
N (-0.66737, 0.75280, 1.96510)  -0.855
O (-2.55148, -0.43997, 1.37206)  -0.624
C (1.34930, -0.34838, -1.52458)  -0.628
H (0.69244, 1.03059, -0.04216)  0.176
H (-0.48145, 0.83685, -1.41278)  0.174
H (-1.04144, -1.40574, -0.49211)  0.399
H (-0.95265, 0.56856, 2.92582)  0.404
H (0.32629, 0.89969, 1.87352)  0.386
H (2.04669, 0.48435, -1.77625)  0.223
H (0.91288, -0.90194, -2.31142)  0.205
H (2.19177, -0.96173, -1.01665)  0.215

Energy comparison, zero being the most stable, in kcal/mol: i) 18.6; ii) 92.0; iii) 26.3; iv) 0.0.

i) Molecular formula: C3H8N2O
Method: DFT, ωB97M-V with the def2-TZVPD basis set

## Properties
HOMO: -8.33 eV
Structure (SMILES): [H]/N=C/N.C=CO
M: 88.11 g mol⁻¹
Total charge: 0

Each line ends with the natural charge from an NBO analysis.
Geometry (Å):
C (1.82086, -1.28660, 0.40453)  -0.520
C (2.48162, -0.05970, 0.52043)  0.174
O (1.78772, 1.09450, 0.26080)  -0.719
H (0.81355, -1.26544, 0.24194)  0.192
H (2.12010, -2.09611, 0.87664)  0.181
H (3.39188, 0.03367, 1.03374)  0.180
H (0.83572, 1.07894, 0.10885)  0.505
N (-2.65929, -0.25972, 0.48683)  -0.820
C (-2.05269, 0.40855, -0.57322)  0.296
N (-0.97494, 0.07036, -1.16476)  -0.753
H (-3.71198, -0.23844, 0.55733)  0.396
H (-2.27351, -1.16942, 0.60706)  0.384
H (-2.75944, 1.22851, -0.85358)  0.137
H (-0.77720, 0.62429, -2.02329)  0.366

ii) Molecular formula: C3H8N2O
Method: DFT, ωB97M-V with the def2-TZVPD basis set

## Properties
HOMO: -9.56 eV
Structure (SMILES): CNC(=O)CN
M: 88.11 g mol⁻¹
Total charge: 0

Each line ends with the natural charge from an NBO analysis.
Geometry (Å):
N (-1.03408, 1.89705, 0.10854)  -0.846
C (0.31335, 1.42791, 0.45721)  -0.318
C (0.49981, -0.09974, 0.32053)  0.667
N (0.02649, -0.50895, -0.91079)  -0.658
C (-0.17920, -1.99084, -1.16163)  -0.444
O (0.71087, -0.82222, 1.33321)  -0.599
H (-1.79745, 1.68109, 0.77173)  0.371
H (-0.87208, 2.89606, 0.07457)  0.369
H (0.95344, 1.70248, -0.37818)  0.207
H (0.78042, 1.77076, 1.38364)  0.199
H (-0.90393, -0.01426, -1.11331)  0.418
H (-0.60847, -2.52581, -0.29385)  0.204
H (-0.84613, -2.16591, -2.07174)  0.213
H (0.85655, -2.50726, -1.11941)  0.217

iii) Molecular formula: C3H8N2O
Method: DFT, ωB97M-V with the def2-TZVPD basis set

## Properties
HOMO: -8.83 eV
Structure (SMILES): CC(=O)N(C)N
M: 88.11 g mol⁻¹
Total charge: 0

Each line ends with the natural charge from an NBO analysis.
Geometry (Å):
C (-1.27934, 1.34800, -0.00421)  -0.426
C (0.70994, -0.18275, -0.02785)  0.640
C (1.67028, 0.89199, 0.09638)  -0.710
H (-2.07990, 1.26608, -0.76487)  0.201
H (-0.69884, 2.26590, -0.23588)  0.215
H (-1.73335, 1.36235, 0.98550)  0.209
H (-0.68083, -1.82234, 0.21688)  0.397
H (-2.10853, -1.24765, -0.45336)  0.346
H (2.58636, 0.39340, -0.28569)  0.253
H (1.80920, 1.32978, 1.07447)  0.239
H (1.44036, 1.75512, -0.47685)  0.218
N (-0.58842, 0.03750, -0.20867)  -0.276
N (-1.43314, -1.07545, 0.23753)  -0.669
O (1.12639, -1.29754, -0.08102)  -0.636

Energy comparison, zero being the most stable, in kcal/mol: i) 27.1; ii) 0.0; iii) 8.7.

i) Molecular formula: CH11NO5
Method: DFT, ωB97M-V with the def2-TZVPD basis set

## Properties
HOMO: -10.24 eV
Structure (SMILES): NC=O.O.O.O.O
M: 117.10 g mol⁻¹
Total charge: 0

Each line ends with the natural charge from an NBO analysis.
Geometry (Å):
C (-2.13578, 1.39199, -2.42402)  0.534
N (-1.35645, 1.86784, -1.38918)  -0.830
O (-2.11946, 0.25819, -2.83492)  -0.626
H (-2.87367, 2.15767, -2.65593)  0.104
H (-1.71023, 2.74025, -1.03373)  0.383
H (-0.55931, 1.47460, -0.92042)  0.424
H (2.02316, 1.56936, -0.74799)  0.483
H (1.00584, 0.56698, -1.51199)  0.483
O (1.45079, 0.80511, -0.67906)  -0.954
H (-0.59201, -0.50931, 0.76699)  0.497
H (-0.39448, 0.14027, 2.16136)  0.465
O (-0.85426, 0.23691, 1.33170)  -0.966
H (4.64138, -2.13608, 4.72618)  0.462
H (3.43922, -2.04832, 3.90049)  0.462
O (4.38636, -2.16647, 3.79844)  -0.924
H (-1.73774, -1.56389, -1.29756)  0.493
H (-1.52962, -2.79332, -0.46084)  0.471
O (-1.08377, -1.99178, -0.72951)  -0.960

ii) Molecular formula: CH11NO5
Method: DFT, ωB97M-V with the def2-TZVPD basis set

## Properties
HOMO: -10.43 eV
Structure (SMILES): NC=O.O.O.O.O
M: 117.10 g mol⁻¹
Total charge: 0

Each line ends with the natural charge from an NBO analysis.
Geometry (Å):
C (-1.84798, 0.20632, 0.82167)  0.533
N (-0.64865, 0.66747, 1.23131)  -0.800
O (-2.57461, 0.74395, 0.00514)  -0.659
H (-2.11016, -0.78713, 1.22031)  0.117
H (-0.15429, 0.05894, 1.85493)  0.402
H (-0.19885, 1.33925, 0.63600)  0.412
H (3.38918, 1.67395, 2.00452)  0.471
H (2.63572, 0.80192, 3.00530)  0.467
O (2.75721, 1.72151, 2.73016)  -0.938
H (0.35145, -0.24100, -1.64524)  0.493
H (1.44247, 0.59610, -2.16274)  0.478
O (1.28085, -0.02367, -1.43965)  -0.985
H (0.87606, -1.81591, -0.52907)  0.488
H (-0.37776, -2.58646, -0.90854)  0.464
O (0.26004, -2.48680, -0.19052)  -0.955
H (-2.09358, -0.62531, -2.35799)  0.485
H (-1.60462, 0.74195, -1.84003)  0.501
O (-1.38250, 0.01491, -2.43554)  -0.975

iii) Molecular formula: CH11NO5
Method: DFT, ωB97M-V with the def2-TZVPD basis set

## Properties
HOMO: -10.18 eV
Structure (SMILES): NC=O.O.O.O.O
M: 117.10 g mol⁻¹
Total charge: 0

Each line ends with the natural charge from an NBO analysis.
Geometry (Å):
C (-2.18246, -0.22255, -1.29811)  0.535
N (-1.42225, 0.88961, -1.41966)  -0.822
O (-2.06924, -1.01401, -0.38780)  -0.634
H (-2.74032, -0.38444, -2.25356)  0.094
H (-1.50887, 1.20276, -2.37092)  0.397
H (-0.69348, 0.92631, -0.72130)  0.432
H (1.97681, 2.60888, -0.39255)  0.476
H (1.65431, 1.55896, 0.58273)  0.490
O (1.79423, 1.65757, -0.37814)  -0.965
H (0.13809, 0.30490, 1.88390)  0.494
H (-0.49431, 1.32931, 2.85017)  0.478
O (-0.18321, 1.21395, 1.95452)  -0.992
H (2.87235, -0.28739, -0.45794)  0.486
H (2.49305, -1.23232, -1.56796)  0.473
O (2.64420, -1.21419, -0.61657)  -0.960
H (-0.28161, -1.50575, 0.79860)  0.493
H (1.05915, -1.61931, 1.27019)  0.477
O (0.17783, -1.61185, 1.65004)  -0.953

Energy comparison, zero being the most stable, in kcal/mol: i) 9.9; ii) 0.0; iii) 1.7.